Entry 1:
{
  "formula": "C23H20AsClGaN2O10S6Te",
  "method": "ωB97M-V/def2-TZVPD",
  "multiplicity": 1,
  "total_charge": -1,
  "lumo_ev": 2.01,
  "orbital_gap_ev": 7.6,
  "elements": ["Te", "As", "Ga", "Cl", "S", "S", "S", "S", "S", "S", "O", "O", "O", "O", "O", "O", "O", "O", "O", "O", "N", "N", "C", "C", "C", "C", "C", "C", "C", "C", "C", "C", "C", "C", "C", "C", "C", "C", "C", "C", "C", "C", "C", "C", "C", "H", "H", "H", "H", "H", "H", "H", "H", "H", "H", "H", "H", "H", "H", "H", "H", "H", "H", "H", "H"],
  "xyz": [[3.355, 0.388, -0.117], [-0.104, 2.396, -0.528], [0.425, -0.756, 0.034], [-3.724, -1.582, -4.228], [0.332, 0.617, 2.290], [-2.735, -3.941, 0.024], [-4.147, -3.196, 2.443], [-5.528, -4.911, 0.438], [-0.106, -2.863, 0.845], [-1.942, -1.773, 3.744], [-0.847, 0.420, 1.414], [0.729, 0.876, -0.672], [-1.904, -3.601, -5.492], [0.897, 3.268, -1.713], [0.050, 0.406, 3.680], [3.410, 2.121, -0.649], [1.407, -0.300, 1.785], [1.786, -3.123, -2.992], [1.651, -1.766, -1.240], [0.187, -3.974, -4.887], [-2.051, -0.886, -2.299], [-0.862, -1.164, -1.775], [-2.469, -2.680, 2.338], [-3.224, 0.380, -0.588], [4.374, 0.678, 1.766], [1.792, 2.628, 3.265], [-3.933, 1.515, -0.233], [-0.294, -2.444, 4.080], [-1.137, -2.441, -3.598], [-3.753, 2.358, -2.477], [1.011, 2.247, 2.183], [1.163, -2.377, -2.242], [-2.264, -1.649, -3.391], [-0.275, -2.069, -2.540], [0.868, 3.050, 1.073], [-4.220, -4.069, 0.932], [1.504, 4.290, 1.080], [-3.034, 1.237, -2.845], [-2.792, 0.247, -1.898], [-4.211, 2.493, -1.174], [-1.808, -3.012, 1.210], [-0.984, -3.393, -4.739], [2.426, 3.858, 3.255], [2.272, 4.693, 2.157], [5.263, -0.271, -0.928], [5.100, 1.472, 1.622], [3.048, 4.156, 4.088], [-0.331, -3.524, 3.979], [-4.270, 1.625, 0.787], [1.408, 4.912, 0.198], [-2.996, -0.391, 0.137], [-2.654, 1.133, -3.851], [0.430, -2.001, 3.405], [-3.951, 3.123, -3.211], [3.645, 0.959, 2.516], [1.879, 1.953, 4.107], [4.859, -0.250, 2.045], [-4.781, 3.366, -0.893], [5.555, -1.159, -0.378], [-0.070, -2.149, 5.101], [5.110, -0.529, -1.969], [2.755, 5.661, 2.149], [1.807, 2.936, -1.575], [0.876, -3.711, -4.201], [6.027, 0.493, -0.849]],
  "forces_ev_per_angstrom": [[2.5, 0.4, 0.2], [-0.4, 0.7, -0.5], [-0.8, -1.4, -0.9], [-0.2, 0.0, -0.1], [-0.5, 0.0, 1.9], [-0.2, 0.1, 0.6], [0.2, -0.2, -0.4], [-0.2, -0.1, -0.1], [0.1, -0.1, 0.0], [-0.1, -0.1, 0.0], [0.4, 0.3, -0.2], [0.3, 0.1, -0.4], [0.1, 0.0, 0.0], [-0.1, 0.0, 0.1], [0.3, 0.3, 0.1], [-0.2, 0.5, -0.3], [-0.3, 0.0, -0.1], [0.1, -0.2, -0.2], [-0.1, 0.2, 0.5], [0.5, -0.2, 0.0], [0.0, -0.6, -0.3], [0.6, 0.1, 0.3], [-0.1, 0.0, -0.1], [0.1, -0.2, -0.2], [-0.3, -0.1, -0.4], [0.0, 0.1, 0.4], [0.0, 0.0, 0.0], [-0.2, 0.1, -0.2], [-0.2, 0.2, 0.0], [0.0, -0.1, 0.0], [-0.1, -0.1, 0.0], [-0.3, -0.1, -0.1], [0.5, -0.4, -0.1], [-0.5, 0.2, -0.2], [0.1, -0.1, -0.3], [0.3, 0.3, 0.0], [-0.2, 0.0, -0.2], [0.0, 0.0, 0.2], [-0.4, 0.7, 0.3], [0.0, 0.0, 0.0], [-0.2, -0.1, 0.0], [-0.1, 0.1, 0.2], [-0.1, -0.2, -0.1], [-0.1, 0.0, 0.0], [-0.6, 0.0, 0.0], [0.0, 0.1, -0.1], [0.0, 0.0, 0.1], [0.1, -0.1, 0.1], [0.0, 0.0, 0.1], [0.1, 0.1, 0.0], [0.0, 0.0, 0.0], [0.0, 0.0, 0.0], [0.0, -0.2, 0.1], [0.0, 0.1, 0.0], [0.0, 0.0, 0.1], [0.0, 0.1, 0.0], [0.1, -0.2, 0.1], [0.0, 0.1, 0.0], [0.1, -0.2, 0.1], [0.0, 0.0, 0.1], [0.0, -0.1, -0.2], [0.1, 0.0, -0.1], [0.3, 0.0, 0.1], [-0.3, 0.1, 0.0], [0.0, 0.3, 0.1]],
  "lowdin_charge": [1.737, 1.212, -0.018, 0.840, 0.518, 0.891, 0.885, 0.516, 0.767, 0.850, -0.350, -0.602, 0.068, -0.384, -0.313, -0.751, -0.419, 0.074, -0.121, 0.124, -0.044, 0.118, -0.985, -0.014, -0.285, -0.082, -0.068, -0.384, -0.024, -0.077, -0.299, -0.539, -0.579, -0.107, -0.313, -1.505, -0.089, -0.043, -0.227, -0.085, -1.037, -0.512, -0.071, -0.069, -0.313, 0.019, 0.103, 0.045, 0.111, 0.102, 0.112, 0.114, -0.019, 0.104, -0.021, 0.115, 0.011, 0.101, 0.001, 0.038, -0.001, 0.102, -0.016, 0.072, 0.009]
}


Entry 2:
{
  "formula": "C23H20BrN2OPV",
  "method": "ωB97M-V/def2-TZVPD",
  "multiplicity": 3,
  "total_charge": 3,
  "s_squared": 2.08,
  "lumo_ev": [-11.45, -10.49],
  "orbital_gap_ev": [6.2, 7.1],
  "elements": ["Br", "V", "P", "O", "N", "N", "C", "C", "C", "C", "C", "C", "C", "C", "C", "C", "C", "C", "C", "C", "C", "C", "C", "C", "C", "C", "C", "C", "C", "H", "H", "H", "H", "H", "H", "H", "H", "H", "H", "H", "H", "H", "H", "H", "H", "H", "H", "H", "H"],
  "xyz": [[2.975, -0.371, 0.952], [0.623, 0.843, 0.729], [-1.065, 2.494, 0.891], [4.677, 1.471, -3.578], [-0.979, -0.458, 1.046], [1.583, 0.985, -0.961], [0.520, 2.798, 1.766], [2.024, 2.509, 3.655], [-1.807, 3.998, 0.329], [2.736, 3.782, 1.721], [-1.878, 0.154, 2.055], [1.368, 1.636, -2.142], [-2.187, 6.357, 0.501], [-3.433, 5.037, -1.098], [-3.142, 6.261, -0.505], [-2.765, 3.897, -0.687], [3.904, 0.694, -1.549], [-2.966, 2.116, 2.924], [-2.522, -0.648, 2.976], [2.983, 3.272, 2.996], [-2.066, 1.539, 2.027], [0.800, 2.272, 3.048], [-3.633, 1.319, 3.841], [3.654, 1.348, -2.778], [-3.403, -0.053, 3.873], [-1.513, 5.226, 0.929], [2.841, 0.542, -0.725], [2.357, 1.827, -3.060], [1.524, 3.542, 1.099], [-3.667, 7.150, -0.830], [0.358, 1.984, -2.314], [4.891, 0.315, -1.318], [3.486, 4.386, 1.227], [-3.927, -0.671, 4.589], [-1.508, -0.595, 0.181], [4.473, 1.904, -4.423], [-4.179, 4.973, -1.878], [1.325, 3.961, 0.118], [-1.975, 7.314, 0.959], [-2.375, -1.721, 2.986], [-0.785, 5.303, 1.727], [-3.140, 3.185, 2.902], [3.928, 3.478, 3.482], [-2.997, 2.944, -1.149], [0.035, 1.713, 3.579], [2.219, 2.122, 4.647], [2.140, 2.333, -3.991], [-4.332, 1.764, 4.535], [-0.728, -1.399, 1.357]],
  "forces_ev_per_angstrom": [[0.0, 0.1, 0.0], [0.1, -0.1, 0.4], [0.1, 0.0, 0.3], [-0.1, 0.0, 0.0], [-0.2, 0.1, 0.0], [0.4, 0.2, -0.6], [-0.2, 0.2, 0.2], [0.0, 0.0, -0.1], [0.0, 0.0, -0.2], [0.0, 0.0, 0.0], [0.2, -0.2, -0.2], [-0.1, -0.1, 0.1], [0.0, 0.0, 0.0], [0.0, 0.0, 0.0], [0.0, 0.0, 0.0], [0.0, 0.1, 0.0], [-0.1, -0.1, 0.0], [0.0, 0.0, 0.0], [-0.1, 0.1, 0.1], [0.0, 0.0, 0.0], [-0.1, 0.0, 0.1], [-0.2, -0.1, 0.1], [0.0, 0.0, 0.0], [0.2, 0.1, -0.1], [0.0, 0.0, 0.0], [0.0, 0.0, 0.0], [-0.1, -0.1, -0.2], [0.0, 0.0, 0.0], [0.0, -0.1, -0.1], [0.0, 0.0, 0.0], [0.0, 0.0, 0.0], [0.0, 0.0, 0.0], [0.0, 0.0, 0.0], [0.0, 0.0, 0.0], [0.0, 0.0, 0.0], [0.0, 0.0, 0.0], [0.0, 0.0, 0.0], [0.0, 0.0, 0.0], [0.0, 0.0, 0.0], [0.0, 0.0, 0.0], [0.0, 0.0, 0.0], [0.0, 0.0, 0.0], [0.0, 0.0, 0.0], [0.0, 0.0, 0.0], [0.0, 0.0, 0.0], [0.0, 0.0, 0.0], [0.0, 0.0, 0.0], [0.0, 0.0, 0.0], [0.0, 0.0, 0.0]],
  "lowdin_charge": [1.007, 0.760, 1.090, 0.201, 0.011, -0.142, -0.462, -0.008, -0.378, -0.004, -0.288, -0.051, -0.028, -0.031, -0.010, -0.078, 0.037, -0.024, 0.011, 0.016, -0.321, -0.067, -0.006, -0.243, 0.006, -0.069, -0.639, 0.070, -0.075, 0.132, 0.138, 0.154, 0.137, 0.137, 0.143, 0.170, 0.128, 0.130, 0.129, 0.137, 0.115, 0.129, 0.141, 0.114, 0.126, 0.139, 0.149, 0.135, 0.134]
}


Entry 3:
{
  "formula": "C23H20ClCrF3N4O4",
  "method": "ωB97M-V/def2-TZVPD",
  "multiplicity": 4,
  "total_charge": 1,
  "s_squared": 3.78,
  "lumo_ev": [-4.23, -3.65],
  "orbital_gap_ev": [7.2, 7.9],
  "elements": ["Cr", "Cl", "F", "F", "F", "O", "O", "O", "O", "N", "N", "N", "N", "C", "C", "C", "C", "C", "C", "C", "C", "C", "C", "C", "C", "C", "C", "C", "C", "C", "C", "C", "C", "C", "C", "C", "H", "H", "H", "H", "H", "H", "H", "H", "H", "H", "H", "H", "H", "H", "H", "H", "H", "H", "H", "H"],
  "xyz": [[-0.830, -0.920, 1.212], [1.036, 4.448, 1.932], [5.816, -2.216, -5.473], [6.155, -0.109, -5.133], [4.606, -0.744, -6.492], [1.704, -1.015, 4.176], [3.037, 3.378, 3.907], [3.076, 1.303, 4.680], [0.076, -1.527, 2.723], [-0.270, 2.149, 1.603], [-1.371, -2.812, 0.567], [-0.247, 0.865, 1.985], [-2.725, -0.815, 2.192], [3.059, -2.163, -2.419], [-3.468, 3.218, -0.899], [-3.932, -1.232, 1.431], [2.359, -0.992, -2.137], [-1.340, 2.552, 0.742], [0.749, 0.707, 2.843], [-3.825, -2.670, 0.947], [1.399, -0.958, -1.074], [-3.042, 4.095, 0.086], [2.598, 0.160, -2.893], [3.986, -2.187, -3.449], [1.405, 1.925, 3.061], [-1.980, 3.767, 0.920], [0.908, -0.703, 3.326], [5.204, -1.036, -5.325], [3.520, 0.132, -3.920], [0.733, 2.818, 2.228], [-1.766, 1.655, -0.231], [-2.832, 1.992, -1.050], [0.577, -0.906, -0.179], [2.567, 2.276, 3.940], [4.211, -1.042, -4.195], [-2.710, -2.924, -0.058], [-3.147, 1.303, -1.822], [-4.290, 3.488, -1.547], [-3.720, -3.347, 1.802], [-1.674, 4.449, 1.698], [2.602, 0.445, 4.603], [-3.540, 5.046, 0.221], [4.533, -3.093, -3.668], [-2.756, -2.195, -0.873], [2.059, 1.070, -2.665], [-4.820, -1.114, 2.053], [-1.288, -3.467, 1.343], [-0.639, -3.057, -0.097], [-2.616, -1.405, 3.017], [2.885, -3.051, -1.828], [-2.855, 0.128, 2.550], [-4.033, -0.551, 0.583], [-2.827, -3.911, -0.508], [3.709, 1.022, -4.505], [-4.771, -2.937, 0.476], [-1.253, 0.709, -0.408]],
  "forces_ev_per_angstrom": [[0.0, 0.1, -0.3], [0.0, 0.0, 0.0], [0.0, -0.1, 0.0], [0.1, 0.1, 0.0], [-0.1, 0.0, -0.1], [0.0, 0.0, 0.1], [-0.1, 0.0, 0.1], [-0.1, 0.0, 0.1], [0.1, -0.1, 0.3], [0.0, -0.1, 0.1], [0.0, -0.1, 0.1], [0.0, 0.0, 0.0], [0.0, -0.1, 0.2], [0.0, 0.0, 0.0], [0.0, 0.0, 0.0], [0.0, 0.0, 0.0], [0.1, 0.0, 0.0], [0.1, 0.1, 0.0], [0.0, 0.2, 0.1], [0.0, 0.0, 0.0], [-0.1, 0.0, 0.0], [0.0, 0.0, 0.0], [0.0, -0.1, 0.0], [0.0, 0.0, 0.0], [-0.1, -0.1, 0.0], [-0.1, 0.0, -0.1], [0.1, 0.0, -0.1], [0.0, 0.0, 0.0], [0.0, 0.0, 0.0], [-0.1, 0.0, 0.0], [-0.2, -0.1, -0.1], [0.0, 0.0, 0.0], [0.0, 0.0, 0.0], [0.3, -0.1, -0.4], [0.0, 0.0, 0.0], [0.0, 0.0, 0.0], [0.0, 0.0, 0.0], [0.0, 0.0, 0.0], [0.0, 0.0, 0.0], [0.0, 0.0, 0.0], [0.0, 0.0, -0.1], [0.0, 0.0, 0.0], [0.0, 0.0, 0.0], [0.0, 0.0, 0.0], [0.0, 0.0, 0.0], [0.0, 0.0, 0.0], [0.0, 0.0, 0.0], [0.0, 0.0, 0.0], [-0.1, 0.0, 0.0], [0.0, 0.0, 0.0], [0.0, 0.0, 0.0], [0.0, 0.0, 0.0], [0.0, 0.0, 0.0], [0.0, 0.0, 0.0], [0.0, 0.0, 0.0], [0.2, 0.3, -0.1]],
  "lowdin_charge": [0.830, 0.887, 0.148, 0.153, 0.150, 0.143, 0.116, 0.157, -0.119, -0.021, -0.038, 0.008, -0.023, -0.009, -0.054, -0.204, -0.246, -0.178, -0.095, -0.170, -0.077, -0.042, -0.010, 0.008, -0.013, -0.018, -0.482, -0.595, 0.004, -0.540, -0.038, -0.059, -0.083, -0.488, -0.108, -0.197, 0.116, 0.116, 0.128, 0.098, 0.078, 0.119, 0.125, 0.128, 0.119, 0.128, 0.126, 0.101, 0.118, 0.120, 0.112, 0.117, 0.130, 0.131, 0.130, 0.064]
}


Entry 4:
{
  "formula": "C23H20ClN5O6RuS",
  "method": "ωB97M-V/def2-TZVPD",
  "multiplicity": 5,
  "total_charge": 2,
  "s_squared": 6.05,
  "lumo_ev": [-7.03, -7.93],
  "orbital_gap_ev": [6.4, 6.2],
  "elements": ["Ru", "Cl", "S", "O", "O", "O", "O", "O", "O", "N", "N", "N", "N", "N", "C", "C", "C", "C", "C", "C", "C", "C", "C", "C", "C", "C", "C", "C", "C", "C", "C", "C", "C", "C", "C", "C", "C", "H", "H", "H", "H", "H", "H", "H", "H", "H", "H", "H", "H", "H", "H", "H", "H", "H", "H", "H", "H"],
  "xyz": [[-2.723, 0.221, -1.962], [-5.057, 1.311, -2.513], [-0.974, 1.401, -2.913], [4.948, -3.500, 3.161], [-5.145, 0.610, -1.264], [-3.180, -1.610, -1.405], [-4.209, 0.353, -3.404], [-4.193, 2.445, -2.345], [-6.263, 1.580, -3.140], [-0.685, 3.307, -4.705], [-1.565, 0.041, -0.228], [-1.319, -3.036, 3.522], [-0.353, -2.933, 4.248], [-2.444, 1.895, -5.118], [3.228, -2.969, 4.766], [-1.286, -1.426, 1.683], [-0.122, 4.562, -2.701], [1.878, -2.846, 4.979], [-0.450, -0.456, 2.272], [0.291, 3.948, -3.878], [2.764, -3.559, 2.430], [3.685, -3.331, 3.486], [-1.447, 2.280, -4.353], [2.145, 5.282, -2.343], [-1.694, -2.676, 2.270], [2.538, 4.682, -3.534], [-1.832, -1.125, 0.428], [0.820, 5.221, -1.929], [5.973, -3.354, 4.153], [0.968, -3.047, 3.923], [-3.144, -3.184, 0.378], [1.426, -3.427, 2.640], [-2.749, -1.999, -0.240], [1.610, 4.007, -4.312], [-0.771, 0.929, 0.336], [-0.196, 0.709, 1.597], [-2.639, -3.489, 1.632], [-0.026, -0.613, 3.254], [-2.732, 2.452, -5.910], [-1.164, 4.551, -2.414], [1.487, -2.598, 5.955], [0.434, 1.475, 2.024], [-3.025, 1.106, -4.857], [3.566, 4.742, -3.862], [6.901, -3.573, 3.635], [0.512, 5.715, -1.019], [1.906, 3.532, -5.236], [-0.781, 3.667, -5.648], [3.919, -2.810, 5.580], [2.869, 5.815, -1.745], [-2.962, -4.386, 2.141], [3.163, -3.863, 1.473], [0.727, -3.639, 1.843], [-3.853, -3.835, -0.111], [5.820, -4.069, 4.962], [-0.585, 1.845, -0.212], [5.988, -2.331, 4.533]],
  "forces_ev_per_angstrom": [[0.3, -0.2, -0.3], [0.4, 0.0, -0.1], [-0.2, -0.1, 0.1], [-0.1, 0.0, -0.1], [-0.2, -0.1, 0.2], [-0.3, 0.0, -0.3], [0.3, 0.0, 0.2], [0.0, 0.4, 0.0], [-0.5, 0.0, -0.3], [-0.3, -0.3, -0.2], [0.0, -0.1, -0.1], [0.2, -0.1, 0.2], [-0.3, 0.0, 0.0], [-0.1, -0.1, -0.1], [0.0, 0.0, 0.0], [-0.1, 0.0, -0.2], [0.2, 0.0, -0.1], [0.0, 0.0, -0.1], [0.0, 0.0, -0.1], [0.2, 0.2, 0.2], [0.0, 0.0, 0.0], [-0.1, 0.0, 0.0], [0.2, 0.2, 0.0], [0.0, -0.1, -0.1], [0.0, 0.1, 0.0], [0.0, 0.1, 0.1], [0.0, -0.2, 0.3], [0.0, 0.0, 0.0], [0.1, 0.0, 0.1], [0.1, 0.0, 0.0], [0.2, 0.2, 0.0], [0.2, 0.0, 0.0], [0.1, -0.3, 0.4], [-0.2, 0.0, 0.2], [0.2, 0.1, 0.1], [0.0, 0.0, -0.1], [0.0, 0.1, -0.2], [0.0, 0.0, 0.0], [0.0, 0.0, 0.0], [0.0, 0.0, 0.0], [0.0, 0.0, 0.0], [0.0, 0.0, 0.0], [0.0, 0.1, 0.0], [0.0, 0.0, 0.0], [0.0, 0.0, 0.1], [0.0, 0.0, 0.0], [0.0, 0.0, 0.0], [-0.1, 0.0, 0.1], [0.0, 0.0, 0.0], [0.0, 0.0, 0.0], [0.0, 0.0, 0.0], [0.0, 0.0, 0.0], [0.0, 0.0, 0.0], [0.0, 0.0, 0.0], [0.0, 0.0, 0.0], [0.0, 0.0, 0.0], [0.0, -0.1, 0.0]],
  "lowdin_charge": [1.274, 0.703, 0.745, -0.022, -0.309, -0.155, -0.484, -0.337, -0.178, 0.083, -0.048, 0.167, 0.160, 0.172, 0.027, -0.063, -0.049, 0.035, 0.046, -0.294, 0.041, -0.246, -0.693, -0.056, -0.196, -0.051, -0.129, -0.061, -0.014, -0.262, 0.055, 0.016, -0.296, -0.008, -0.090, 0.011, 0.051, 0.122, 0.148, 0.119, 0.134, 0.128, 0.081, 0.117, 0.107, 0.113, 0.123, 0.178, 0.121, 0.114, 0.140, 0.136, 0.122, 0.141, 0.108, 0.096, 0.106]
}


Values of energy above the lowest of the compared OMol25 structures with the same formula, charge and spin, in order: 90.0; 40.4; 0.0; 15.2, all in kJ/mol.
Values of energy, in order: -245677.599; -134195.844; -87417.884; -69826.037, all in eV.